1.
The following is a DFT calculation (wB97M-V/def2-TZVPD) of C5H13NO2 in the gas phase.

Element x y z (Å)
O: 1.17 -2.57 -2.62
C: 1.54 -1.53 -1.66
C: 0.62 -0.41 -1.77
C: 0.51 0.82 -0.85
C: 0.45 0.46 0.70
N: -0.35 1.43 1.42
C: -1.70 1.06 1.75
O: -2.11 1.15 3.04
H: 0.49 -3.21 -2.60
H: 1.61 -1.88 -0.64
H: 2.63 -1.58 -1.99
H: 0.64 0.04 -2.80
H: -0.42 -0.80 -1.74
H: 1.25 1.51 -0.95
H: -0.38 1.37 -1.25
H: 1.46 0.43 1.06
H: 0.16 -0.63 0.95
H: 0.25 2.04 1.96
H: -1.80 -0.03 1.22
H: -2.42 1.55 1.22
H: -1.95 0.17 3.36

Calculated values
Relative energy (zero: lowest compared OMol25 entry of this formula, charge and spin), kcal/mol: 90.8
Strongest force on any atom, eV/A: 4.9
SMILES: OCCCCNCO
E, eV: -10977.94037
Lowest unoccupied orbital energy, eV: 0.695
HOMO level, eV: -8.7



2.
The following is a DFT calculation (wB97M-V/def2-TZVPD) of a 2-piece molecular cluster, C5H13NO2 overall.

Element x y z (Å)
C: -0.87 -2.53 -1.11
C: -0.89 -1.01 -1.21
C: -2.27 -0.43 -1.29
O: -3.36 -0.90 -1.17
O: -2.13 0.96 -1.33
H: -1.46 -2.98 -1.91
H: -1.32 -2.92 -0.18
H: 0.15 -2.89 -1.09
H: -0.48 -0.54 -0.32
H: -0.24 -0.76 -2.05
H: -2.90 1.30 -1.81
C: 2.22 0.38 0.87
C: 1.61 1.77 1.20
N: 0.71 1.72 2.36
H: 2.02 -0.32 1.68
H: 3.29 0.45 0.72
H: 1.76 0.00 -0.04
H: 2.48 2.40 1.39
H: 1.08 2.15 0.33
H: -0.23 1.64 2.03
H: 0.85 2.53 2.94

Calculated values
Relative energy (zero: lowest compared OMol25 entry of this formula, charge and spin), kcal/mol: 24.4
Strongest force on any atom, eV/A: 2.0
SMILES: CCC(=O)O.CCN
E, eV: -10980.82067
Lowest unoccupied orbital energy, eV: 0.707
HOMO level, eV: -9.2



3.
The following is a DFT calculation (wB97M-V/def2-TZVPD) of a 3-piece molecular cluster, C5H13NO2 overall.

Element x y z (Å)
C: -1.39 -0.06 1.27
O: -2.58 -0.34 0.90
C: -0.83 1.13 0.33
C: 0.65 1.43 0.47
C: 1.35 0.74 1.62
C: 2.22 -0.25 1.45
O: 1.27 0.10 -1.85
N: -1.12 0.88 -1.04
H: -1.27 0.17 2.35
H: -0.65 -0.87 0.99
H: -0.33 0.37 -1.47
H: -1.40 -4.48 -3.75
H: 0.92 2.49 0.48
H: 1.10 0.98 -0.44
H: 1.05 1.02 2.63
H: -1.98 -4.10 -3.52
H: 2.56 -0.87 2.27
H: 2.45 -0.57 0.43
H: 1.38 -0.06 -2.80
H: -1.41 1.97 0.72
H: -1.99 0.34 -1.05

Calculated values
Relative energy (zero: lowest compared OMol25 entry of this formula, charge and spin), kcal/mol: 217.2
Strongest force on any atom, eV/A: 5.5
E, eV: -10972.45887
Lowest unoccupied orbital energy, eV: -4.223
HOMO level, eV: -8.8



4.
The following is a DFT calculation (wB97M-V/def2-TZVPD) of a 3-piece molecular cluster, C5H13NO2 overall.

Element x y z (Å)
C: 1.03 -2.73 0.95
C: 1.88 -1.77 0.65
C: 2.23 -1.37 -0.77
N: 1.46 -0.23 -1.24
C: 0.25 -0.41 -1.90
C: -0.76 0.45 -1.88
H: 0.74 -3.03 1.94
H: 0.51 -3.29 0.18
H: 2.41 -1.23 1.42
H: 3.28 -1.13 -0.85
H: 2.03 -2.21 -1.44
H: 1.56 0.61 -0.70
H: 0.25 -1.34 -2.46
H: -0.75 1.38 -1.35
H: -1.63 0.25 -2.50
O: -2.49 5.01 1.15
H: -2.48 4.89 0.19
H: -2.44 5.96 1.28
O: -2.11 -0.51 2.10
H: -1.17 -0.53 2.32
H: -2.38 0.37 2.43

Calculated values
Relative energy (zero: lowest compared OMol25 entry of this formula, charge and spin), kcal/mol: 61.2
Strongest force on any atom, eV/A: 1.1
SMILES: C=CCNC=C.O.O
E, eV: -10979.22415
Lowest unoccupied orbital energy, eV: 0.704
HOMO level, eV: -7.8



5.
The following is a DFT calculation (wB97M-V/def2-TZVPD) of C5H13NO2 in the gas phase.

Element x y z (Å)
C: -0.31 -2.14 2.01
C: 0.78 -1.60 1.14
O: 1.36 -2.76 0.44
C: 0.26 -0.70 -0.02
C: -0.16 0.65 0.52
N: -0.94 1.46 -0.42
C: -0.47 1.83 -1.71
O: -0.50 3.26 -1.93
H: -1.25 -2.29 1.44
H: -0.52 -1.35 2.74
H: -0.22 -3.19 2.34
H: 1.61 -1.13 1.69
H: 2.00 -2.35 -0.14
H: 1.04 -0.64 -0.79
H: -0.44 -1.33 -0.56
H: 0.71 1.28 0.79
H: -0.87 0.58 1.38
H: -1.93 1.39 -0.26
H: 0.62 1.81 -1.83
H: -0.99 1.41 -2.59
H: -0.65 3.80 -1.15

Calculated values
Relative energy (zero: lowest compared OMol25 entry of this formula, charge and spin), kcal/mol: 58.0
Strongest force on any atom, eV/A: 2.6
SMILES: C[C@@H](O)CCNCO
E, eV: -10979.36565
Lowest unoccupied orbital energy, eV: 0.849
HOMO level, eV: -8.9



6.
The following is a DFT calculation (wB97M-V/def2-TZVPD) of C5H13NO2 in the gas phase.

Element x y z (Å)
C: -1.33 -1.34 2.19
N: -0.87 -1.19 0.81
C: -0.21 0.04 0.45
C: -1.10 0.97 -0.38
O: -0.51 2.18 -0.79
C: 1.21 -0.22 -0.17
C: 1.15 -1.34 -1.21
O: 1.64 0.92 -0.96
H: -0.53 -1.15 2.91
H: -1.48 -2.41 2.36
H: -2.27 -0.87 2.49
H: -1.68 -1.35 0.23
H: 0.02 0.63 1.30
H: -1.67 0.44 -1.14
H: -1.93 1.29 0.27
H: 0.10 1.99 -1.51
H: 2.00 -0.36 0.58
H: 0.58 -2.14 -0.78
H: 2.10 -1.84 -1.40
H: 0.70 -0.96 -2.11
H: 2.02 1.63 -0.44

Calculated values
Relative energy (zero: lowest compared OMol25 entry of this formula, charge and spin), kcal/mol: 51.4
Strongest force on any atom, eV/A: 1.6
SMILES: CN[C@H](CO)[C@@H](C)O
E, eV: -10979.65082
Lowest unoccupied orbital energy, eV: 0.865
HOMO level, eV: -8.8



7.
The following is a DFT calculation (wB97M-V/def2-TZVPD) of a 3-piece molecular cluster, C5H13NO2 overall.

Element x y z (Å)
N: 0.52 0.92 0.99
C: -0.19 -0.37 0.91
C: -1.60 -0.07 0.79
C: -2.20 0.22 -0.44
C: -3.50 0.53 -0.61
C: 0.35 -1.24 -0.27
H: -0.11 1.71 1.08
H: 0.01 -0.95 1.80
H: -2.16 0.11 1.70
H: -1.59 0.19 -1.33
H: -4.18 0.56 0.22
H: -3.88 0.77 -1.59
H: -0.33 -2.09 -0.45
H: 1.34 -1.60 0.02
H: 0.44 -0.62 -1.15
H: 4.38 -0.68 0.51
H: 1.22 1.07 0.21
O: 3.43 -0.81 0.44
H: 3.08 -0.07 -0.18
H: 2.73 1.50 -1.60
O: 2.23 0.91 -1.03

Calculated values
Relative energy (zero: lowest compared OMol25 entry of this formula, charge and spin), kcal/mol: 134.9
Strongest force on any atom, eV/A: 2.2
E, eV: -10976.03077
Lowest unoccupied orbital energy, eV: -3.244
HOMO level, eV: -7.8



8.
The following is a DFT calculation (wB97M-V/def2-TZVPD) of a 3-piece molecular cluster, C5H13NO2 overall.

Element x y z (Å)
C: 0.50 -1.12 -2.27
N: -0.79 1.57 -2.04
C: 0.13 1.08 -1.15
C: 0.64 -0.22 -1.14
C: 1.30 -0.74 0.09
C: 2.53 -0.26 0.23
H: -0.54 -1.48 -2.43
H: 1.14 -1.98 -2.16
H: 0.59 -0.70 -3.28
H: -0.45 2.07 -2.86
H: -1.70 1.85 -1.72
H: 0.47 1.73 -0.35
H: 0.83 -1.47 0.72
H: 3.02 0.37 -0.52
H: 3.23 -0.57 0.99
H: 0.80 1.13 3.01
H: -0.48 0.14 2.72
O: 0.03 0.65 3.37
H: -3.24 -1.52 1.19
H: -2.76 -1.29 2.55
O: -3.26 -0.84 1.86

Calculated values
Relative energy (zero: lowest compared OMol25 entry of this formula, charge and spin), kcal/mol: 56.2
Strongest force on any atom, eV/A: 1.8
E, eV: -10970.38561
<S²>: 0.75
Spin multiplicity: 2
Net charge: +1
Lowest unoccupied orbital energy (spin up / spin down), eV: -4.502 / -8.010
HOMO level (spin up / spin down), eV: -14.3 / -14.3



Q: Which value of strongest force on any atom does entry 3 give?
A: 5.5 eV/A



Q: Among the records above, which one has the highest strongest force on any atom?
A: number 3



Q: The lowest relative energy (zero: lowest compared OMol25 entry of this formula, charge and spin) belongs to which entry?
A: number 2